The following is a quantum chemistry calculation of a 14-piece molecular cluster, C87H213N24O14P5 overall, from OMol25.

Element x y z (Å)
C -3.15579 3.58913 5.03297
O -4.29141 3.30523 5.47324
N -2.78322 3.50066 3.72502
C -1.46457 4.13543 3.35191
C -3.60881 2.95721 2.60380
H -2.28220 3.94093 5.60330
H -1.61067 4.89165 2.58062
H -0.85552 3.29917 3.00863
H -0.93937 4.69731 4.12427
H -3.12554 2.19382 1.99408
H -4.65149 2.73660 2.83240
H -3.63323 3.77270 1.88097
C 3.99689 1.53300 4.86732
O 3.44643 2.04749 5.77667
N 4.07270 2.14487 3.69508
C 4.82032 1.61523 2.55784
C 3.62214 3.51576 3.50550
H 4.54309 0.57705 4.86191
H 4.37227 1.76740 1.57592
H 4.96199 0.53751 2.47680
H 5.84115 1.99119 2.62620
H 3.01507 3.76426 4.37603
H 4.51420 4.11856 3.33531
H 3.01043 3.76474 2.63837
C -3.39003 -3.87579 4.37794
O -2.33466 -3.52023 3.87452
N -3.48646 -4.59476 5.56158
C -2.41870 -5.10903 6.42086
C -4.80324 -4.75974 6.15094
H -4.38317 -3.61739 3.97907
H -2.50411 -6.18161 6.59515
H -2.45985 -4.55794 7.36038
H -1.50651 -4.78113 5.92236
H -5.29007 -5.73300 6.08883
H -4.82564 -4.62555 7.23243
H -5.52942 -4.03511 5.78260
C 9.03055 -1.41877 0.51820
O 10.16231 -1.30503 0.01910
N 8.01366 -1.84334 -0.22576
C 6.70837 -2.01452 0.40968
C 8.14502 -2.28161 -1.59910
H 8.85720 -1.22386 1.58785
H 5.90860 -1.58723 -0.19519
H 6.70203 -1.73488 1.46319
H 6.44815 -3.07242 0.44475
H 7.20040 -2.22758 -2.14028
H 8.89959 -1.82454 -2.23926
H 8.44746 -3.32876 -1.58944
O -4.92570 3.08053 -0.43317
P -5.52730 3.93549 -1.48272
N -6.32466 2.95717 -2.64217
C -7.29162 3.47552 -3.61752
C -5.92147 1.55396 -2.90386
N -4.43802 4.89475 -2.39353
C -4.73090 5.99969 -3.25461
C -3.12743 4.19400 -2.66336
N -6.59003 5.05381 -0.85696
C -7.75853 4.50355 -0.16072
C -6.01201 6.22240 -0.16573
H -8.02975 2.77417 -4.00659
H -6.78944 3.91499 -4.47937
H -7.83931 4.29423 -3.15079
H -5.30481 1.21429 -2.07173
H -5.30242 1.55681 -3.80102
H -6.82114 0.94623 -3.00063
H -4.02860 6.81995 -3.10608
H -4.78733 5.72998 -4.30921
H -5.70204 6.37854 -2.93608
H -3.34937 3.29833 -3.24355
H -2.42830 4.87450 -3.14942
H -2.68624 3.94261 -1.69887
H -8.38276 5.32331 0.19487
H -8.36629 3.93302 -0.86302
H -7.55625 3.87611 0.70732
H -6.16738 7.15039 -0.71601
H -4.94200 6.02240 -0.10950
H -6.41487 6.25771 0.84647
O -2.89172 -4.61637 -2.94536
P -3.15380 -4.83882 -1.47430
N -4.19643 -6.11585 -1.11861
C -3.64445 -7.51395 -1.02503
C -5.61375 -6.02247 -1.59523
N -3.89887 -3.51922 -0.66341
C -4.74305 -3.64219 0.48508
C -3.33296 -2.16158 -0.78094
N -1.81270 -5.17533 -0.43384
C -1.93483 -5.06485 1.00814
C -0.36444 -5.21976 -0.95498
H -4.44020 -8.14521 -0.62958
H -2.72842 -7.57044 -0.43698
H -3.48803 -7.93329 -2.01890
H -6.17461 -6.88256 -1.22947
H -5.62356 -6.04443 -2.68496
H -6.10710 -5.15388 -1.15904
H -5.69169 -3.10894 0.42321
H -4.90725 -4.61452 0.94952
H -4.16266 -3.19532 1.29227
H -3.21123 -2.06624 -1.85992
H -3.94519 -1.37761 -0.33522
H -2.42611 -2.06888 -0.18334
H -1.22011 -5.66586 1.57032
H -1.89035 -4.05761 1.42237
H -2.92121 -5.47812 1.21878
H -0.29687 -5.85901 -1.83527
H 0.40218 -5.58061 -0.26929
H -0.00823 -4.24663 -1.29294
O 0.47579 4.82339 -2.68503
P 1.32123 5.93715 -2.22601
N 2.97708 5.55328 -1.78155
C 3.93078 6.67177 -1.38337
C 3.15753 4.16172 -1.39887
N 0.66564 6.68864 -0.80108
C -0.38558 6.05043 0.12690
C 1.06539 8.03702 -0.30801
N 1.50694 7.23346 -3.26803
C 0.39823 8.03360 -3.59307
C 2.28410 7.04082 -4.51103
H 3.85417 7.53553 -2.04378
H 4.97085 6.34574 -1.37576
H 3.67508 6.95780 -0.36313
H 2.67388 3.41810 -2.03228
H 2.74732 4.12114 -0.38981
H 4.22620 3.94901 -1.37093
H -0.76041 6.84342 0.77402
H -1.12486 5.46319 -0.41781
H 0.16364 5.38254 0.79052
H 1.90105 8.54563 -0.78872
H 0.30016 8.80286 -0.43450
H 1.11667 7.98495 0.77954
H -0.31316 8.19451 -2.78304
H 0.70531 9.02970 -3.91180
H -0.18546 7.50758 -4.34851
H 1.75530 6.29342 -5.10253
H 3.25854 6.65719 -4.20869
H 2.35953 7.92777 -5.14009
O 6.12909 -0.21162 -4.44443
P 6.58726 1.14130 -4.20872
N 7.92392 1.50226 -5.10941
C 8.66729 2.76586 -5.19073
C 8.69894 0.45073 -5.80825
N 7.11201 1.48831 -2.59494
C 8.47915 1.34614 -2.11688
C 6.11232 1.26335 -1.54610
N 5.47321 2.39625 -4.55850
C 5.72238 3.81112 -4.19585
C 4.06328 2.05537 -4.73757
H 8.60677 3.16205 -6.20437
H 9.67895 2.59976 -4.82052
H 8.36148 3.67968 -4.68130
H 9.45645 0.86120 -6.47593
H 7.97122 -0.16498 -6.33687
H 9.19310 -0.24545 -5.13060
H 8.48485 0.45916 -1.48337
H 9.17361 1.09691 -2.91919
H 8.86656 2.22721 -1.60530
H 5.91788 0.19189 -1.59399
H 6.46635 1.63449 -0.58432
H 5.11104 1.60653 -1.80641
H 6.24457 4.31689 -5.00802
H 4.76683 4.33209 -4.13569
H 6.35049 3.94940 -3.31581
H 3.55172 2.76952 -5.38286
H 3.54466 2.12568 -3.78144
H 3.98867 1.04692 -5.14447
O 0.85742 -6.58824 -4.64712
P 1.89728 -5.62552 -4.95535
N 1.50440 -3.96626 -4.46602
C 0.06416 -3.65420 -4.35928
C 2.40196 -2.83913 -4.79832
N 2.10039 -5.44800 -6.62384
C 1.10415 -5.97258 -7.52715
C 3.37586 -4.99485 -7.24380
N 3.40198 -5.96930 -4.22364
C 4.16832 -7.10054 -4.75208
C 3.39076 -5.88930 -2.73803
H -0.23346 -2.76995 -3.79570
H -0.53522 -4.49454 -4.00901
H -0.43038 -3.61980 -5.33004
H 2.34562 -2.63651 -5.86784
H 3.38622 -3.17003 -4.46693
H 2.09441 -2.04504 -4.11794
H 0.14321 -5.79050 -7.04596
H 1.11707 -5.41431 -8.46323
H 1.19981 -7.04680 -7.68524
H 3.91201 -5.74518 -7.82488
H 3.16210 -4.19692 -7.95493
H 3.98611 -4.58474 -6.43913
H 3.50662 -7.95207 -4.91064
H 4.52973 -6.81430 -5.73978
H 5.12177 -7.28028 -4.25535
H 4.42863 -5.65624 -2.50007
H 3.06283 -6.85410 -2.35109
H 2.88593 -4.99087 -2.38298
C 2.88561 -7.15216 2.03245
C 2.87967 -5.88183 2.90904
C 1.44510 -5.61432 3.37120
C 1.35977 -4.58306 4.58536
C 2.22792 -5.03776 5.74184
C 3.70064 -5.31733 5.32867
N 3.80384 -6.16387 4.06021
O 5.15163 -6.35039 3.62644
C 4.52309 -4.06775 5.21058
C 4.29837 -6.18132 6.43396
C 3.18566 -4.67321 2.07557
H 2.25814 -7.02906 1.14971
H 2.65605 -7.98097 2.70214
H 3.90531 -7.32997 1.69087
H 0.80544 -5.22634 2.57847
H 1.06135 -6.59126 3.66520
H 0.32295 -4.39928 4.86699
H 1.81403 -3.63827 4.28681
H 1.71314 -5.91476 6.13423
H 2.22856 -4.29503 6.53963
H 4.40481 -3.33682 6.01049
H 5.55862 -4.30476 4.96647
H 4.19772 -3.50126 4.33803
H 5.37659 -6.34030 6.41796
H 3.99018 -5.91605 7.44526
H 4.02234 -7.23028 6.32629
H 4.24029 -4.66967 1.80018
H 3.11052 -3.69408 2.54860
H 2.65098 -4.72651 1.12720
H 5.20284 -7.30808 3.58411
C -0.09290 4.00365 7.61000
C -0.03531 2.43738 7.78355
C -1.24598 2.09964 8.67500
C -1.45014 0.63867 8.81528
C -1.69725 0.01386 7.43020
C -0.62682 0.39000 6.34935
N -0.31490 1.83983 6.41615
O 0.65941 2.25693 5.53216
C 0.65234 -0.50054 6.46171
C -1.30634 0.16888 4.93343
C 1.24662 2.01675 8.61225
H -1.10015 4.31944 7.33826
H 0.62620 4.42324 6.90650
H 0.16659 4.46238 8.56412
H -1.38701 2.53081 9.66612
H -2.17626 2.40508 8.19607
H -2.33030 0.34337 9.38644
H -0.61979 0.15047 9.32545
H -2.66453 0.31901 7.03102
H -1.86918 -1.05818 7.52651
H 1.37444 -0.29274 7.25133
H 0.29405 -1.52964 6.48769
H 1.20178 -0.41243 5.52445
H -0.87769 0.77108 4.13236
H -1.34005 -0.86942 4.60343
H -2.35777 0.45627 4.93322
H 2.06384 2.42331 8.01646
H 1.37198 0.95566 8.82783
H 1.38024 2.53815 9.56009
H 1.42455 1.70403 5.70669
C -0.28193 2.01148 -0.42238
C 0.52605 0.94595 0.38585
C -0.53917 0.07768 1.08020
C 0.06400 -1.22111 1.77633
C 0.75819 -2.02347 0.67531
C 1.84861 -1.24492 -0.10761
N 1.34441 0.10631 -0.51206
O 2.33854 0.85870 -1.23924
C 3.03544 -1.23869 0.83394
C 2.09646 -2.04042 -1.32498
C 1.32627 1.65132 1.50153
H 0.43290 2.63322 -0.96143
H -0.78909 2.74162 0.20831
H -0.90772 1.61863 -1.22373
H -1.04784 0.62147 1.87623
H -1.26334 -0.22961 0.32572
H -0.81168 -1.73528 2.17246
H 0.74357 -0.82941 2.53320
H -0.03615 -2.41559 0.04021
H 1.17958 -2.97182 1.00870
H 3.63348 -0.33269 0.73591
H 2.70431 -1.25786 1.87225
H 3.71372 -2.07332 0.65663
H 1.20109 -2.16148 -1.93471
H 2.78212 -1.49622 -1.97444
H 2.42923 -3.05490 -1.10546
H 0.64591 2.20426 2.14918
H 2.10558 2.32525 1.14570
H 1.77368 0.93484 2.19043
H 1.96344 0.99488 -2.11236
C -5.50361 -0.32969 4.06173
C -6.99779 -0.30474 4.42122
C -7.51326 1.14735 4.55511
C -7.80078 1.85012 3.21908
C -8.82865 0.90963 2.48809
C -8.30479 -0.49611 2.23525
N -7.84691 -1.06181 3.48391
O -7.62914 -2.40757 3.40951
C -9.55032 -1.29532 1.68220
C -7.25900 -0.53967 1.09886
C -7.15975 -0.94144 5.82008
H -5.25272 0.07040 3.07935
H -5.03147 -1.31214 4.06015
H -4.91494 0.20424 4.80770
H -8.36387 1.19261 5.23519
H -6.73972 1.68532 5.10313
H -6.95412 1.93144 2.53743
H -8.20736 2.85882 3.29189
H -8.99755 1.43262 1.54678
H -9.83803 0.92697 2.89911
H -9.27890 -2.24850 1.22845
H -10.25092 -1.60562 2.45742
H -10.09723 -0.78792 0.88751
H -7.02850 -1.55198 0.76689
H -7.64760 -0.01080 0.22859
H -6.28460 -0.08555 1.27893
H -8.14815 -1.35413 6.02218
H -7.01527 -0.22455 6.62833
H -6.42033 -1.72487 5.98625
H -8.35171 -2.74139 3.94622
C 0.45287 4.04315 -7.92423
C -0.69269 3.61711 -6.95933
C -1.87581 3.06479 -7.81550
C -1.57764 1.60916 -8.27689
C -1.24189 0.71435 -7.03858
C -0.01850 1.21752 -6.20719
N -0.15548 2.68650 -5.96742
O 0.81240 3.20601 -5.13794
C -0.01786 0.36912 -4.96725
C 1.26950 0.80955 -6.93758
C -1.26076 4.87501 -6.27789
H 0.97462 3.17579 -8.32866
H 1.16711 4.74703 -7.49702
H 0.06173 4.64513 -8.74442
H -2.78004 3.27013 -7.24253
H -1.87577 3.62101 -8.75290
H -0.79347 1.62387 -9.03384
H -2.52982 1.40117 -8.76493
H -0.98728 -0.24794 -7.48271
H -2.16469 0.55595 -6.48051
H 0.80080 0.66466 -4.31110
H -0.91240 0.62995 -4.40170
H -0.06241 -0.66620 -5.30525
H 1.40277 1.10104 -7.97940
H 2.09365 1.31729 -6.43650
H 1.45089 -0.26347 -6.87551
H -1.93140 4.59313 -5.46616
H -1.93913 5.51789 -6.83880
H -0.54459 5.55372 -5.81469
H 0.36437 3.29256 -4.29331

orbital gap	8.11	eV
highest occupied orbital energy	-7.78	eV
LUMO energy	0.33	eV
charge	0

Atomic partial charges in e from the Löwdin method, atoms 1 to 2: C -0.322; O -0.039